1.
34
Properties=species:S:1:pos:R:3:forces:R:3 method="wB97M-V/def2-TZVPD" charge=0 largest_force_ev_per_a=7.32 spin_multiplicity=1 homo_ev=-8.7
C -0.9360 -0.4310 0.0406 -1.082 2.310 1.229
C 0.3539 -0.6525 -0.5273 3.858 -0.775 -2.573
C -1.8880 0.0814 -1.0115 -0.827 0.368 -3.186
C -3.2351 0.6446 -0.5441 -0.480 -2.674 -0.448
C -4.0129 -0.4734 0.3222 2.691 3.932 -3.014
C 2.8056 -0.2720 -0.3937 -2.454 -5.407 -4.279
C 2.8215 -1.7760 0.1160 -0.189 1.381 0.364
C 3.5229 0.6589 0.3270 3.260 3.353 4.113
C 2.8661 1.9771 -0.0524 -0.562 -0.907 -2.354
C 1.3769 1.5904 -0.0304 1.746 0.540 3.622
H 0.1973 0.1527 1.6709 -2.700 0.428 -0.680
H -1.5641 0.1732 1.9166 1.504 0.328 -1.064
H -1.3267 -1.3585 0.2292 -0.572 -2.660 1.070
H -1.3402 0.7984 -1.6629 -0.526 0.276 0.593
H -2.1570 -0.6849 -1.8230 0.822 0.302 1.447
H -3.7695 1.1222 -1.3264 -0.614 0.021 -1.136
H -3.0067 1.3944 0.1109 0.259 1.911 2.116
H -5.1294 -1.0741 -1.2169 -0.347 -0.351 0.097
H -5.3302 -1.8976 0.3555 -0.654 -0.785 -0.267
H 3.1000 -0.3210 -1.4745 0.171 -0.098 0.746
H 4.5963 0.6479 0.1397 0.021 0.009 -0.250
H 3.4570 0.5287 1.4602 -0.266 0.008 -1.374
H 3.1064 2.2316 -1.1135 0.206 -0.076 0.736
H 3.1401 2.7640 0.5712 0.277 1.418 1.011
H 0.7815 2.1180 -0.6692 -1.461 1.440 -1.998
H 0.9847 1.8508 0.9926 0.309 -0.556 -0.878
H 2.3273 -2.5813 1.7865 0.080 -0.140 -0.260
N -0.7770 0.4030 1.2439 0.293 -0.852 1.733
N -5.0315 -1.1416 -0.2198 0.277 0.217 0.583
N 1.4381 0.2028 -0.3510 -2.035 -0.545 0.826
O 0.5740 -1.6352 -1.2261 -0.402 -0.406 0.317
O -3.4604 -0.5421 1.3769 -0.786 -1.934 2.800
O 3.1343 -2.7960 -0.4029 0.520 -0.005 -0.522
O 2.3809 -1.7031 1.3857 -0.339 -0.071 0.879

2.
30
Properties=species:S:1:pos:R:3:forces:R:3 method="wB97M-V/def2-TZVPD" charge=+2 largest_force_ev_per_a=6.78 spin_multiplicity=1 homo_ev=-18.2
C -0.3584 2.8390 -0.2560 0.571 0.543 -1.690
C 0.8624 0.9028 0.7109 -0.213 -5.266 -0.847
C -1.5267 3.3963 0.3701 -1.406 -3.628 0.737
C -1.2974 -2.5948 -0.5718 3.999 -0.539 3.002
C -1.9028 -0.3870 0.7883 -1.250 -1.292 -0.366
C 2.6946 -1.1910 -1.1170 -0.996 0.057 2.697
C 0.4736 -0.9341 0.0192 -2.367 5.210 3.634
C -1.0175 -1.1246 -0.2354 -1.211 0.692 -0.828
N 0.2749 1.8858 0.2497 0.345 0.347 -0.176
N 1.6570 0.7868 1.7579 1.995 2.030 1.587
N 1.1307 -1.1074 -1.1639 4.770 -3.118 -0.648
H 0.0228 3.2210 -1.2032 0.101 0.216 0.041
H -1.6343 2.7120 1.2301 -0.686 0.831 0.071
H -2.4437 3.3727 -0.2197 0.181 -0.005 -0.339
H -1.3784 4.3505 0.6848 0.559 3.008 0.899
H -0.8182 -3.1610 0.2948 -0.892 0.185 -0.780
H -2.3011 -2.8212 -0.5436 -2.150 -0.548 -0.605
H -0.6985 -2.9822 -1.4082 -0.908 0.135 -0.391
H -1.8672 0.6316 0.5152 0.032 1.180 0.032
H -1.6182 -0.5103 1.7995 0.695 -0.139 1.110
H -2.9980 -0.6225 0.8191 0.991 -0.314 -0.620
H 2.9481 -2.0263 -0.4682 -0.323 -0.567 -0.312
H 3.0466 -1.3740 -2.0869 0.629 0.229 -1.276
H 3.1462 -0.3758 -0.4996 -0.696 0.091 -1.367
H 0.9339 -1.4359 0.8446 -0.013 -0.697 0.322
H -1.3081 -0.6346 -1.1904 0.695 0.305 0.254
H 2.3825 0.0756 1.9465 -1.182 0.089 -0.667
H 1.9644 1.6670 2.2498 -0.718 -1.015 -0.654
H 0.8635 -0.5293 -1.8802 -1.029 2.282 -2.173
H 0.7675 -2.0290 -1.4365 0.478 -0.300 -0.649

3.
24
Properties=species:S:1:pos:R:3:forces:R:3 method="wB97M-V/def2-TZVPD" charge=0 largest_force_ev_per_a=1.45 spin_multiplicity=1 homo_ev=-10.0
H 0.1618 -0.1172 1.2315 -0.102 0.163 0.078
H -1.1651 -0.2717 0.5065 -0.263 -0.016 -0.244
H -0.7051 3.4673 -2.0724 0.001 -0.101 0.002
H -0.3840 3.9700 -0.6744 -0.109 -0.093 -0.044
H -0.1921 -1.4713 -1.4497 -0.051 0.274 0.024
H 0.7241 -0.3180 -1.8244 -0.063 -0.274 0.400
H 2.1188 1.4547 -3.0912 -0.297 -0.179 -0.165
H 0.6790 1.0579 -2.8094 -0.159 0.256 -0.325
H -4.4635 -0.9645 3.1234 -0.006 0.019 0.186
H -3.3078 -1.6001 3.8786 0.112 0.087 -0.078
H 2.5600 -2.3379 3.3698 0.082 -0.009 0.077
H 3.8409 -2.7295 2.6515 0.023 0.007 0.110
H 3.9533 1.0413 -2.0264 -0.003 0.007 0.130
H 3.6669 -0.4308 -2.2732 -0.111 0.005 -0.119
H -3.2507 -0.3449 1.5363 0.231 -0.188 0.047
H -3.9613 -1.3280 0.6206 0.239 0.018 -0.190
O -0.2798 0.0947 0.4014 0.450 0.093 1.246
O -1.1213 3.7065 -1.2365 0.134 0.156 -0.005
O -0.1888 -0.6182 -1.8982 0.131 -0.560 -1.336
O 1.2186 1.5837 -3.4105 -0.338 0.485 -0.109
O -3.5296 -0.8412 3.3274 -0.396 0.010 0.732
O 3.4970 -2.5037 3.5231 -0.107 -0.002 -0.187
O 3.2302 0.4237 -2.1834 0.715 -0.245 0.388
O -3.1014 -0.9227 0.7795 -0.115 0.090 -0.617

4.
36
Properties=species:S:1:pos:R:3:forces:R:3 method="wB97M-V/def2-TZVPD" charge=+1 largest_force_ev_per_a=3.89 spin_multiplicity=1 homo_ev=-12.2
C 3.0312 0.4625 1.5966 -0.440 -0.237 -0.774
C 2.2835 0.2560 0.2303 0.773 -0.331 0.646
C 0.7515 0.2107 0.3738 1.002 -0.792 0.044
Br 0.0376 -1.1712 -0.8569 -0.249 0.751 0.193
N 0.0309 1.4718 0.2606 0.594 -1.143 0.333
N -1.1685 1.5526 0.8610 -0.637 1.186 -0.028
C -1.6530 2.7642 0.5788 -0.922 0.470 1.099
C -3.0261 3.0423 1.1322 -0.843 -0.937 -2.001
C -3.9508 2.0950 0.2298 -1.541 1.077 3.401
C -4.4553 0.7573 1.0118 0.776 -0.523 -1.817
O -5.2726 2.0458 0.5910 2.155 0.231 -2.459
N -0.8279 3.4904 -0.1611 0.414 -1.455 -0.007
C 0.2302 2.6440 -0.3623 -0.598 1.074 0.057
N 1.3075 2.9560 -1.1103 0.325 -0.163 -0.594
H 4.0631 0.7466 1.3378 -0.376 -0.004 0.451
H 2.5480 1.2156 2.2380 0.344 -0.118 -0.204
H 3.0538 -0.5052 2.1232 0.007 0.474 -0.029
H 2.6757 0.9553 -0.5147 -0.571 -0.176 0.079
H 2.5965 -0.7451 -0.1112 -0.275 0.434 -0.019
H 0.5356 -0.1875 1.3785 -0.083 0.206 -0.453
H -1.6831 0.8812 1.4279 0.611 -0.441 -0.168
H -3.1553 2.6697 2.1539 0.123 0.461 -0.246
H -3.3922 4.0636 0.9715 0.479 -0.153 0.187
H -3.6883 1.9822 -0.8413 -0.199 -0.009 0.592
H -5.4282 0.2288 0.9786 0.547 -0.412 1.656
H -4.0810 0.1714 0.0926 -1.234 0.355 -0.294
H 2.2447 3.0376 -0.7505 -0.232 -0.192 0.038
H 1.1592 3.1412 -2.0930 0.042 0.353 0.296
Br 2.8343 -4.6838 -3.5973 0.035 -0.026 0.082
C 2.0394 -5.6108 -2.0819 -0.049 0.071 -0.325
C 1.5183 -4.6371 -1.0588 0.034 -0.176 0.290
Br 2.9668 -3.8737 -0.0026 -0.058 0.145 -0.031
H 2.7973 -6.2805 -1.6861 -0.039 0.057 0.053
H 1.2236 -6.1969 -2.5010 -0.019 0.032 0.071
H 0.8775 -5.1431 -0.3386 0.035 -0.029 -0.035
H 0.9763 -3.8070 -1.5003 0.066 -0.060 -0.083